Computed, not measured: the molecule C5H9N in a non-equilibrium geometry, with wB97M-V/def2-TZVPD.

Properties
F_max = 0.044 hartree/bohr
HOMO-LUMO gap = 9.8 eV
molar mass = 83.134 g/mol
energy relative to the best compared isomer or geometry (same formula, charge and spin) = 86.4 kcal/mol
total energy = -250.5292 Ha

Element x y z (Å)
C -0.600 1.255 -0.162
C -0.828 -1.214 0.097
C 0.553 -0.677 -0.379
C 1.903 -0.032 -0.044
C 0.613 0.598 0.394
H -0.601 1.575 -1.187
H -0.948 2.054 0.396
H -2.337 0.177 0.489
H -1.225 -2.032 -0.522
H -0.810 -1.583 1.147
H 0.298 -0.365 -1.418
H 2.614 0.100 -0.857
H 2.508 -0.375 0.750
H 0.439 0.433 1.431
N -1.578 0.088 -0.135

Here are the Löwdin charges for atoms 1 to 5, given in e: atom 1 (C): -0.171, atom 2 (C): -0.161, atom 3 (C): -0.222, atom 4 (C): -0.024, atom 5 (C): -0.258

***

Computed, not measured: a structure of composition C47H77BCsN4P2, with wB97M-V/def2-TZVPD.

Properties
F_max = 0.019 hartree/bohr
charge = -1
HOMO-LUMO gap = 4.5 eV
molar mass = 903.826 g/mol
energy relative to the best compared isomer or geometry (same formula, charge and spin) = 0.0 kcal/mol
total energy = -2783.8836 Ha

Element x y z (Å)
Cs -0.412 0.886 0.240
C -3.185 2.033 1.355
C -3.417 1.933 -0.032
C -2.692 3.005 -0.651
C -2.062 3.722 0.397
C -2.360 3.132 1.631
C -2.015 3.638 3.015
C -1.401 2.519 3.871
C -3.293 4.137 3.712
C -1.021 4.800 2.950
C -2.684 3.594 -2.067
C -3.912 4.508 -2.249
C -1.440 4.480 -2.277
C -2.640 2.567 -3.206
C -4.335 0.847 -0.594
C -5.518 1.439 -1.382
C -4.972 0.030 0.543
C -3.589 -0.176 -1.469
H -3.610 1.393 2.118
H -1.486 4.628 0.272
H -2.058 1.647 3.892
H -1.250 2.861 4.901
H -0.432 2.209 3.467
H -4.017 3.326 3.806
H -3.754 4.932 3.124
H -3.069 4.524 4.713
H -0.094 4.494 2.458
H -0.779 5.150 3.958
H -1.445 5.636 2.390
H -3.909 5.274 -1.471
H -4.841 3.949 -2.156
H -3.898 5.003 -3.227
H -1.478 5.377 -1.660
H -1.390 4.801 -3.321
H -0.525 3.933 -2.041
H -3.505 1.908 -3.213
H -1.734 1.958 -3.132
H -2.617 3.084 -4.170
H -6.011 2.206 -0.781
H -6.251 0.658 -1.613
H -5.209 1.890 -2.321
H -5.592 0.661 1.183
H -4.215 -0.455 1.164
H -5.607 -0.751 0.116
H -2.927 0.299 -2.187
H -4.305 -0.801 -2.015
H -2.980 -0.836 -0.846
C -0.361 -2.772 -5.503
C -1.229 -2.104 -4.433
C -2.570 -2.838 -4.341
C -1.521 -0.659 -4.866
P -0.485 -1.940 -2.684
C 1.272 -1.568 -3.241
N 2.287 -1.450 -2.227
B 2.342 -0.529 -1.081
N 3.624 -0.903 -0.481
C 4.289 -0.453 0.718
P 3.258 0.576 1.881
C 4.018 -0.087 3.507
C 3.290 -1.425 3.710
C 5.528 -0.332 3.570
C 3.618 0.844 4.655
C 3.945 2.318 1.573
C 3.045 3.307 2.326
C 3.770 2.569 0.069
C 5.403 2.568 1.953
C 4.241 -1.920 -1.192
C 5.442 -2.579 -0.979
C 5.816 -3.597 -1.859
C 5.006 -3.934 -2.931
C 3.800 -3.267 -3.157
C 3.411 -2.261 -2.283
C -0.403 -3.677 -1.908
C -1.817 -4.017 -1.411
C 0.124 -4.819 -2.775
C 0.500 -3.544 -0.670
H -0.972 -2.945 -6.396
H 0.031 -3.735 -5.179
H 0.476 -2.137 -5.798
H -3.136 -2.687 -5.266
H -3.170 -2.457 -3.511
H -2.432 -3.912 -4.209
H -1.949 -0.651 -5.875
H -0.620 -0.043 -4.878
H -2.242 -0.195 -4.191
H 1.178 -0.617 -3.775
H 1.571 -2.321 -3.967
H 5.217 0.082 0.473
H 4.584 -1.340 1.284
H 3.510 -2.136 2.911
H 2.209 -1.275 3.726
H 3.594 -1.881 4.659
H 5.867 -1.040 2.815
H 5.777 -0.756 4.549
H 6.097 0.588 3.453
H 2.561 1.116 4.587
H 4.213 1.758 4.655
H 3.782 0.343 5.615
H 1.993 3.132 2.088
H 3.294 4.332 2.034
H 3.166 3.227 3.407
H 2.744 2.373 -0.245
H 4.419 1.926 -0.527
H 4.016 3.612 -0.158
H 5.541 2.567 3.036
H 5.706 3.554 1.584
H 6.074 1.829 1.511
H 6.096 -2.309 -0.159
H 6.746 -4.129 -1.699
H 5.310 -4.724 -3.607
H 3.201 -3.545 -4.015
H -2.469 -4.353 -2.216
H -2.287 -3.149 -0.942
H -1.772 -4.818 -0.667
H -0.556 -5.055 -3.595
H 0.219 -5.719 -2.157
H 1.113 -4.594 -3.177
H 0.269 -2.643 -0.095
H 1.551 -3.503 -0.948
H 0.357 -4.414 -0.019
N -3.840 -5.186 1.868
C -3.135 -4.419 2.353
C -2.272 -3.470 2.964
C -1.840 -3.623 4.286
C -1.016 -2.658 4.825
C -0.647 -1.573 4.044
N -1.039 -1.421 2.781
C -1.829 -2.344 2.261
H -2.157 -4.485 4.857
H -0.658 -2.742 5.842
H -0.017 -0.784 4.440
H -2.136 -2.206 1.228

Here are the Löwdin charges for atoms 1 to 5, given in e: atom 1 (Cs): 0.779, atom 2 (C): -0.157, atom 3 (C): -0.253, atom 4 (C): -0.245, atom 5 (C): -0.129

***

Computed, not measured: the molecule C4H10O2, with wB97M-V/def2-TZVPD.

Properties
F_max = 0.006 hartree/bohr
HOMO-LUMO gap = 11.0 eV
molar mass = 90.122 g/mol
energy relative to the best compared isomer or geometry (same formula, charge and spin) = 38.7 kcal/mol
total energy = -308.8364 Ha

Element x y z (Å)
C -0.960 -1.710 2.219
O -0.005 -0.947 1.529
C -0.567 -0.256 0.442
C 0.540 0.501 -0.274
O 0.138 0.665 -1.613
C 0.996 1.498 -2.350
H -0.431 -2.292 2.976
H -1.710 -1.073 2.714
H -1.488 -2.400 1.541
H -1.024 -0.957 -0.275
H -1.358 0.432 0.784
H 0.731 1.474 0.206
H 1.467 -0.091 -0.212
H 0.806 2.562 -2.143
H 2.054 1.290 -2.135
H 0.810 1.303 -3.409

Here are the Löwdin charges for atoms 1 to 5, given in e: atom 1 (C): -0.123, atom 2 (O): -0.188, atom 3 (C): -0.218, atom 4 (C): -0.214, atom 5 (O): -0.191

***

Computed, not measured: the molecule C20H14N2O6 in a non-equilibrium geometry, with wB97M-V/def2-TZVPD.

Properties
F_max = 0.026 hartree/bohr
HOMO-LUMO gap = 8.5 eV
molar mass = 378.340 g/mol
total energy = -1331.4452 Ha

Element x y z (Å)
O 1.530 0.996 -1.708
C 1.912 0.184 -0.882
N 0.990 -0.755 -0.479
N 1.170 -1.783 0.356
C 0.220 -2.572 0.666
C -1.190 -2.541 0.262
C -1.915 -1.348 0.225
C -3.246 -1.367 -0.162
C -3.860 -2.557 -0.533
C -3.143 -3.739 -0.484
C -1.822 -3.736 -0.078
H -1.264 -4.660 -0.037
H -3.622 -4.666 -0.758
H -4.893 -2.540 -0.843
O -4.012 -0.216 -0.263
C -3.922 0.762 0.669
O -3.247 0.708 1.663
C -4.789 1.877 0.287
C -5.586 2.065 -0.820
C -6.187 3.326 -0.656
C -5.715 3.811 0.532
O -4.877 2.949 1.103
H -5.904 4.731 1.050
H -6.871 3.808 -1.323
H -5.710 1.381 -1.633
H -1.466 -0.423 0.552
H 0.525 -3.401 1.291
H 0.088 -0.640 -0.947
C 3.282 0.211 -0.322
C 3.794 -0.723 0.573
C 5.098 -0.635 1.048
C 5.868 0.414 0.604
C 5.360 1.359 -0.294
C 4.081 1.279 -0.770
H 3.678 1.998 -1.464
O 6.330 2.287 -0.566
C 7.458 1.903 0.187
O 7.159 0.728 0.913
H 7.728 2.709 0.889
H 8.307 1.711 -0.488
H 5.494 -1.360 1.739
H 3.170 -1.535 0.905

Here are the Löwdin charges for atoms 1 to 5, given in e: atom 1 (O): 0.064, atom 2 (C): -0.404, atom 3 (N): 0.061, atom 4 (N): 0.042, atom 5 (C): -0.095

***

Computed, not measured: a cluster of 2 separate species, C3H4ClN3 in total in a non-equilibrium geometry, with wB97M-V/def2-TZVPD.

Properties
F_max = 0.182 hartree/bohr
HOMO-LUMO gap = 7.3 eV
molar mass = 117.539 g/mol
energy relative to the best compared isomer or geometry (same formula, charge and spin) = 114.3 kcal/mol
total energy = -740.9987 Ha

Element x y z (Å)
C -0.582 -1.087 0.617
C 0.572 -1.293 -0.049
C -0.133 0.921 -0.395
H 1.129 -2.108 -0.256
H 1.616 0.194 -1.168
H 0.693 2.417 -1.007
H -1.173 0.686 1.801
N 0.648 -0.098 -0.904
N -0.032 2.240 -0.204
N -1.069 0.213 0.211
Cl -1.669 -2.085 1.352

Here are the Löwdin charges for atoms 1 to 5, given in e: atom 1 (C): -0.866, atom 2 (C): -0.052, atom 3 (C): -0.619, atom 4 (H): 0.074, atom 5 (H): 0.149